(one)
{
  "formula": "C11H11FO2",
  "method": "wB97M-V/def2-TZVPD",
  "symbols": ["F", "C", "C", "C", "C", "C", "C", "C", "C", "C", "C", "C", "O", "O", "H", "H", "H", "H", "H", "H", "H", "H", "H", "H", "H"],
  "xyz": [[-4.18, 0.34, -1.79], [-3.12, 0.23, -0.98], [-3.32, 0.29, 0.45], [-2.11, 0.23, 1.23], [-0.80, 0.35, 0.67], [-0.59, 0.32, -0.74], [-1.83, 0.23, -1.55], [0.71, 0.48, -1.26], [1.63, 1.18, -0.32], [1.64, 0.50, 1.04], [2.30, -0.89, 0.98], [1.73, -2.24, 0.56], [2.75, -1.60, -0.18], [0.27, 0.40, 1.53], [-4.29, 0.58, 0.73], [-2.36, 0.27, 2.22], [-1.85, 0.34, -2.66], [1.09, -0.49, -1.69], [0.58, 1.14, -2.10], [2.55, 1.20, -0.76], [1.40, 2.17, -0.05], [2.13, 1.20, 1.72], [2.98, -0.94, 1.79], [0.65, -2.18, 0.16], [2.02, -3.11, 0.99]],
  "lumo_energy_ev": 0.8443,
  "homo_lumo_gap_ha": 0.3353,
  "mol_weight_g_mol": 194.205
}



(two)
{
  "formula": "C11H11FO2",
  "method": "wB97M-V/def2-TZVPD",
  "symbols": ["C", "C", "C", "F", "O", "C", "C", "C", "C", "C", "C", "C", "C", "O", "H", "H", "H", "H", "H", "H", "H", "H", "H", "H", "H"],
  "xyz": [[-1.21, 3.48, -0.41], [-0.24, 2.62, -0.68], [-0.33, 1.06, -0.20], [-1.56, 0.63, 0.23], [0.13, 0.36, -1.26], [0.26, -1.05, -1.13], [0.00, -1.80, -0.02], [0.18, -3.14, -0.04], [0.84, -3.73, -1.15], [1.21, -2.96, -2.24], [0.95, -1.58, -2.24], [0.65, 1.09, 1.09], [0.03, 1.28, 2.38], [1.84, 0.97, 0.86], [-1.01, 4.51, -0.83], [-2.03, 3.31, 0.17], [0.61, 2.90, -1.30], [-0.57, -1.31, 0.76], [0.02, -3.78, 0.78], [0.98, -4.84, -1.26], [1.65, -3.52, -3.06], [1.23, -0.77, -2.90], [-1.02, 0.85, 2.25], [-0.17, 2.33, 2.77], [0.53, 0.76, 3.30]],
  "lumo_energy_ev": 0.7191,
  "homo_lumo_gap_ha": 0.3515,
  "mol_weight_g_mol": 194.205
}



We find (two) to be the most stable, with the next structure 85.1 kJ/mol higher.



(one)
{
  "formula": "C31H40BN6O2PdS2",
  "method": "wB97M-V/def2-TZVPD",
  "symbols": ["Pd", "C", "C", "C", "C", "C", "N", "N", "B", "N", "N", "C", "C", "C", "C", "C", "N", "N", "C", "C", "C", "C", "C", "H", "H", "H", "H", "H", "H", "H", "H", "H", "H", "H", "H", "H", "H", "H", "H", "H", "H", "H", "H", "H", "H", "O", "S", "C", "C", "C", "C", "S", "O", "C", "C", "C", "C", "C", "C", "C", "C", "C", "C", "C", "C", "H", "H", "H", "H", "H", "H", "H", "H", "H", "H", "H", "H", "H", "H", "H", "H", "H", "H"],
  "xyz": [[0.35, 0.87, 0.30], [-1.58, 2.19, 3.31], [-2.19, 2.47, 1.98], [-3.36, 3.18, 1.66], [-3.44, 3.13, 0.28], [-4.48, 3.71, -0.62], [-2.37, 2.44, -0.16], [-1.61, 2.03, 0.88], [-2.01, 2.06, -1.61], [-2.11, 0.50, -1.73], [-2.60, -0.24, -0.71], [-2.81, -1.46, -1.19], [-3.42, -2.52, -0.33], [-2.45, -1.52, -2.55], [-2.01, -0.25, -2.85], [-1.50, 0.30, -4.14], [-0.64, 2.70, -2.00], [0.38, 2.74, -1.10], [1.33, 3.52, -1.60], [2.55, 3.84, -0.81], [0.92, 4.01, -2.85], [-0.33, 3.49, -3.07], [-1.22, 3.80, -4.23], [-2.25, 2.49, 4.12], [-0.63, 2.72, 3.43], [-1.37, 1.12, 3.41], [-4.05, 3.66, 2.33], [-5.24, 4.21, -0.02], [-4.97, 2.93, -1.21], [-4.05, 4.43, -1.32], [-2.82, 2.54, -2.37], [-3.42, -2.18, 0.71], [-2.86, -3.46, -0.39], [-4.45, -2.73, -0.63], [-2.49, -2.36, -3.23], [-1.67, -0.42, -4.94], [-0.43, 0.52, -4.08], [-2.02, 1.22, -4.39], [2.62, 3.16, 0.03], [2.50, 4.87, -0.45], [3.46, 3.72, -1.41], [1.46, 4.69, -3.51], [-0.89, 4.73, -4.68], [-2.26, 3.91, -3.93], [-1.18, 3.03, -5.00], [4.26, 1.29, -0.09], [4.67, -0.09, 0.26], [3.85, -1.20, -0.92], [3.99, -2.67, -0.52], [2.79, -3.28, 0.21], [1.72, -3.83, -0.74], [0.23, -2.81, -0.92], [0.72, -1.41, -1.09], [-0.36, -2.99, 0.77], [-0.74, -4.25, 1.23], [-1.29, -4.37, 2.50], [-1.46, -3.24, 3.29], [-1.10, -2.00, 2.81], [-0.54, -1.86, 1.54], [3.83, -0.60, 1.76], [2.60, -0.10, 2.17], [2.09, -0.53, 3.39], [2.76, -1.46, 4.17], [3.99, -1.95, 3.75], [4.53, -1.50, 2.56], [4.40, -0.99, -1.84], [2.82, -0.87, -1.04], [4.89, -2.78, 0.10], [4.19, -3.27, -1.42], [2.35, -2.56, 0.89], [3.14, -4.11, 0.83], [1.37, -4.82, -0.44], [2.10, -3.93, -1.76], [-0.64, -5.13, 0.60], [-1.58, -5.35, 2.86], [-1.90, -3.34, 4.27], [-1.25, -1.11, 3.41], [-0.27, -0.86, 1.14], [1.95, 0.59, 1.60], [1.13, -0.15, 3.70], [2.34, -1.79, 5.11], [4.54, -2.65, 4.36], [5.52, -1.83, 2.24]],
  "lumo_energy_ev": 2.3172,
  "homo_lumo_gap_ha": 0.1808,
  "mol_weight_g_mol": 710.067,
  "total_charge": -1
}



(two)
{
  "formula": "C31H40BN6O2PdS2",
  "method": "wB97M-V/def2-TZVPD",
  "symbols": ["Pd", "C", "C", "C", "C", "C", "N", "N", "B", "N", "N", "C", "C", "C", "C", "C", "N", "N", "C", "C", "C", "C", "C", "H", "H", "H", "H", "H", "H", "H", "H", "H", "H", "H", "H", "H", "H", "H", "H", "H", "H", "H", "H", "H", "H", "O", "S", "C", "C", "C", "C", "S", "O", "C", "C", "C", "C", "C", "C", "C", "C", "C", "C", "C", "C", "H", "H", "H", "H", "H", "H", "H", "H", "H", "H", "H", "H", "H", "H", "H", "H", "H", "H"],
  "xyz": [[0.28, 0.84, 0.35], [-1.79, 2.27, 3.31], [-2.33, 2.54, 1.95], [-3.47, 3.27, 1.57], [-3.49, 3.20, 0.19], [-4.48, 3.78, -0.77], [-2.42, 2.48, -0.20], [-1.71, 2.07, 0.88], [-1.99, 2.08, -1.61], [-2.10, 0.51, -1.72], [-2.57, -0.22, -0.68], [-2.79, -1.44, -1.15], [-3.40, -2.49, -0.27], [-2.45, -1.52, -2.51], [-2.03, -0.25, -2.83], [-1.55, 0.28, -4.14], [-0.60, 2.71, -1.95], [0.36, 2.77, -0.99], [1.33, 3.54, -1.46], [2.51, 3.88, -0.61], [1.01, 4.00, -2.74], [-0.24, 3.47, -3.01], [-1.06, 3.73, -4.24], [-2.49, 2.60, 4.08], [-0.84, 2.78, 3.47], [-1.61, 1.20, 3.44], [-4.19, 3.77, 2.20], [-5.25, 4.31, -0.21], [-4.96, 3.01, -1.37], [-4.01, 4.48, -1.46], [-2.77, 2.55, -2.42], [-3.41, -2.14, 0.76], [-2.85, -3.43, -0.32], [-4.43, -2.70, -0.57], [-2.51, -2.37, -3.18], [-1.76, -0.44, -4.93], [-0.47, 0.47, -4.12], [-2.05, 1.21, -4.38], [2.53, 3.22, 0.26], [2.44, 4.91, -0.26], [3.45, 3.75, -1.15], [1.58, 4.65, -3.38], [-0.70, 4.65, -4.70], [-2.11, 3.85, -4.00], [-0.97, 2.93, -4.98], [4.07, 1.29, -0.22], [4.58, -0.05, 0.14], [3.79, -1.22, -1.00], [3.96, -2.69, -0.60], [2.78, -3.31, 0.15], [1.68, -3.84, -0.77], [0.19, -2.81, -0.89], [0.67, -1.41, -1.03], [-0.37, -3.04, 0.81], [-0.73, -4.30, 1.26], [-1.23, -4.44, 2.55], [-1.39, -3.32, 3.36], [-1.04, -2.07, 2.88], [-0.52, -1.92, 1.60], [3.84, -0.59, 1.68], [2.62, -0.13, 2.15], [2.19, -0.57, 3.40], [2.93, -1.47, 4.15], [4.15, -1.92, 3.66], [4.61, -1.46, 2.44], [4.33, -1.01, -1.93], [2.75, -0.90, -1.12], [4.87, -2.80, -0.01], [4.13, -3.28, -1.50], [2.35, -2.59, 0.86], [3.14, -4.14, 0.75], [1.33, -4.83, -0.48], [2.03, -3.92, -1.81], [-0.65, -5.17, 0.62], [-1.52, -5.42, 2.91], [-1.79, -3.43, 4.35], [-1.18, -1.19, 3.50], [-0.27, -0.92, 1.19], [1.91, 0.53, 1.61], [1.23, -0.21, 3.77], [2.57, -1.81, 5.11], [4.75, -2.61, 4.24], [5.59, -1.77, 2.07]],
  "lumo_energy_ev": 2.3015,
  "homo_lumo_gap_ha": 0.1807,
  "mol_weight_g_mol": 710.067,
  "total_charge": -1
}



We find (one) to be the most stable, with the next structure 11.3 kJ/mol higher.